34
Properties=species:S:1:pos:R:3 method="wB97M-V/def2-TZVPD" molar_mass_g_mol=474.5 orbital_gap_ev="7.93 / 7.96" spin_multiplicity=4 e_tot_ha=-2079.64842 total_charge=+1
Er -1.1367 0.0534 -1.2625
C -0.4353 -0.9112 3.1443
C -0.9653 -0.8743 1.8513
N -0.2107 -0.7114 0.7750
C 1.1289 -0.5988 0.9255
C 1.7517 -0.6275 2.1940
C 0.9209 -0.7709 3.3213
C 3.1711 -0.5389 2.2858
C 3.9336 -0.4732 1.1677
C 3.3416 -0.4620 -0.1304
C 4.1141 -0.4227 -1.3029
C 3.4800 -0.4313 -2.5216
C 2.0841 -0.4316 -2.5662
N 1.3150 -0.4352 -1.4811
C 1.9343 -0.4897 -0.2668
H -1.0909 -1.0487 3.9875
H -2.0319 -1.0023 1.6769
H 1.3573 -0.7685 4.3095
H 3.6129 -0.5505 3.2713
H 5.0101 -0.4382 1.2352
H 5.1902 -0.3899 -1.2318
H 4.0440 -0.4305 -3.4394
H 1.5715 -0.4269 -3.5237
F -2.4640 -1.2609 -0.8105
N -4.9318 1.0668 -2.4517
C -3.7201 1.1774 -1.9032
O -2.6716 0.8997 -2.5715
C -3.6267 1.6642 -0.5377
C -2.3401 1.8615 -0.1154
N -1.1683 1.9021 -0.0098
C -4.7369 1.8597 0.3023
N -5.6368 2.0080 0.9960
H -5.7601 1.2966 -1.9283
H -5.0337 0.7061 -3.3882